9
Properties=species:S:1:pos:R:3:lowdin_charge:R:1 method="wB97M-V/def2-TZVPD" homo_lumo_gap_ev=9.5 e_homo_ev=-9.1 molar_mass_da=77.086 smiles=c1cc2cc-2n1 relative_energy_kj_mol=268.5 total_energy_ev=-6717.940
C 0.57 -0.45 0.04 -0.09
C -1.27 1.14 -1.21 0.06
C -0.09 -0.42 1.41 -0.15
C -0.14 0.40 -0.73 -0.16
C -1.21 1.12 0.11 -0.06
N -1.09 0.45 1.51 0.04
H 1.53 -1.06 -0.07 0.10
H -1.77 1.48 -2.18 0.12
H 0.02 -1.09 2.34 0.13